{"formula": "C32H42MnN8O2", "method": "ωB97M-V/def2-TZVPD", "spin_multiplicity": 6, "s_squared": 8.757, "fmax_ev_per_a": 4.17, "charge": 0, "energy_ev": -81200.2539, "species": ["Mn", "O", "H", "O", "H", "N", "C", "C", "C", "C", "H", "H", "H", "H", "H", "N", "C", "C", "C", "C", "H", "H", "H", "H", "H", "N", "C", "C", "C", "C", "H", "H", "H", "H", "H", "N", "C", "C", "C", "C", "H", "H", "H", "H", "H", "N", "C", "C", "C", "C", "H", "H", "H", "H", "H", "N", "C", "C", "C", "C", "H", "H", "H", "H", "H", "N", "C", "C", "C", "C", "H", "H", "H", "H", "H", "N", "C", "C", "C", "C", "H", "H", "H", "H", "H"], "xyz": [[1.460, 0.109, 1.668], [1.930, -1.542, 2.152], [2.534, -2.097, 2.670], [-0.094, 0.831, 0.563], [-0.026, 1.780, 0.309], [0.315, -1.061, -1.898], [-0.283, -2.268, -2.221], [0.142, -2.628, -3.498], [0.936, -1.563, -3.963], [0.980, -0.620, -3.003], [0.108, -0.459, -1.082], [-0.971, -2.784, -1.551], [-0.245, -3.510, -3.953], [1.540, -1.543, -4.860], [1.341, 0.403, -3.060], [-0.350, -4.244, 0.762], [-1.349, -4.938, 0.158], [-2.506, -4.274, 0.241], [-2.162, -2.980, 0.906], [-0.837, -3.044, 1.160], [0.608, -4.537, 0.829], [-1.132, -5.822, -0.402], [-3.499, -4.562, -0.051], [-2.872, -2.146, 0.976], [-0.225, -2.273, 1.608], [2.819, -3.368, 0.245], [3.962, -4.059, 0.682], [4.757, -4.268, -0.421], [4.097, -3.679, -1.609], [2.911, -3.148, -1.098], [2.165, -2.904, 0.909], [4.110, -4.236, 1.720], [5.670, -4.827, -0.487], [4.525, -3.706, -2.564], [2.118, -2.664, -1.642], [-3.455, 0.373, 0.089], [-4.511, 1.053, 0.763], [-5.731, 0.533, 0.387], [-5.501, -0.506, -0.533], [-4.104, -0.614, -0.649], [-2.449, 0.576, 0.104], [-4.330, 1.872, 1.454], [-6.709, 0.885, 0.669], [-6.180, -1.033, -1.190], [-3.538, -1.244, -1.318], [-2.639, 2.328, -2.457], [-2.582, 3.683, -2.662], [-1.417, 4.018, -3.276], [-0.726, 2.786, -3.539], [-1.491, 1.807, -2.989], [-3.218, 1.870, -1.793], [-3.389, 4.334, -2.446], [-1.172, 5.025, -3.590], [0.207, 2.550, -4.018], [-1.401, 0.750, -3.021], [4.502, -0.533, 0.338], [3.536, 0.094, -0.472], [3.210, 1.292, 0.144], [3.880, 1.365, 1.421], [4.631, 0.242, 1.471], [4.905, -1.441, 0.265], [3.285, -0.346, -1.419], [2.574, 2.022, -0.347], [3.978, 2.213, 2.111], [5.186, -0.013, 2.342], [-0.511, 4.305, -0.259], [-1.379, 4.593, 0.738], [-0.643, 5.017, 1.799], [0.744, 4.853, 1.447], [0.774, 4.400, 0.162], [-0.889, 3.850, -1.099], [-2.473, 4.624, 0.630], [-1.112, 5.377, 2.705], [1.586, 5.222, 1.970], [1.594, 4.158, -0.519], [-0.751, 2.062, 3.161], [0.469, 1.577, 3.590], [0.292, 0.348, 4.166], [-1.112, 0.020, 3.995], [-1.694, 1.106, 3.428], [-0.862, 2.968, 2.729], [1.424, 2.115, 3.591], [1.040, -0.256, 4.573], [-1.668, -0.861, 4.228], [-2.656, 1.213, 2.933]]}



{"formula": "C32H42N2O11S3V", "method": "ωB97M-V/def2-TZVPD", "spin_multiplicity": 4, "s_squared": 3.769, "fmax_ev_per_a": 1.91, "charge": -2, "energy_ev": -117568.5839, "species": ["V", "C", "C", "C", "C", "C", "C", "C", "N", "C", "C", "C", "C", "C", "C", "C", "N", "C", "C", "C", "C", "H", "H", "H", "H", "H", "H", "H", "H", "H", "H", "H", "H", "H", "H", "H", "H", "H", "H", "H", "H", "H", "H", "H", "H", "O", "S", "O", "O", "C", "C", "C", "C", "C", "C", "S", "O", "O", "O", "H", "H", "H", "H", "O", "C", "O", "C", "O", "O", "C", "C", "C", "S", "O", "C", "C", "C", "H", "H", "H", "H", "H", "H", "H", "H", "H", "H", "H", "H", "H", "H"], "xyz": [[-1.307, -0.288, -0.968], [4.054, 1.615, 3.267], [2.782, 0.890, 3.702], [3.184, -0.410, 4.412], [2.022, 1.795, 4.686], [1.868, 0.574, 2.518], [2.160, 0.987, 1.196], [1.254, 0.749, 0.204], [0.082, 0.106, 0.389], [-0.210, -0.325, 1.660], [0.685, -0.081, 2.720], [-1.473, -0.985, 1.791], [-1.987, -1.523, 2.994], [-3.206, -2.126, 3.030], [-3.939, -2.196, 1.805], [-3.409, -1.670, 0.668], [-2.196, -1.076, 0.622], [-3.802, -2.726, 4.299], [-3.951, -4.244, 4.113], [-5.183, -2.110, 4.562], [-2.926, -2.477, 5.529], [4.677, 1.817, 4.143], [3.823, 2.569, 2.786], [4.636, 1.010, 2.567], [3.834, -0.191, 5.266], [3.719, -1.072, 3.726], [2.307, -0.947, 4.778], [2.685, 2.126, 5.494], [1.175, 1.266, 5.130], [1.627, 2.673, 4.169], [3.070, 1.513, 0.945], [1.423, 1.096, -0.803], [0.404, -0.409, 3.714], [-1.383, -1.439, 3.887], [-4.913, -2.668, 1.753], [-3.940, -1.699, -0.275], [-4.580, -4.476, 3.251], [-4.400, -4.698, 5.004], [-2.973, -4.703, 3.944], [-5.882, -2.335, 3.754], [-5.106, -1.022, 4.643], [-5.601, -2.501, 5.495], [-1.948, -2.955, 5.424], [-3.413, -2.897, 6.414], [-2.772, -1.408, 5.697], [-3.059, 3.508, 0.192], [-1.945, 2.786, -0.365], [-0.765, 2.792, 0.463], [-2.361, 1.421, -0.822], [-1.434, 3.719, -1.817], [-1.487, 5.099, -1.607], [-1.093, 5.986, -2.591], [-0.628, 5.504, -3.807], [-0.561, 4.139, -4.028], [-0.957, 3.227, -3.046], [-0.985, 1.503, -3.584], [-0.197, 1.466, -4.798], [-0.271, 0.728, -2.502], [-2.377, 1.231, -3.755], [-1.857, 5.453, -0.652], [-1.149, 7.054, -2.411], [-0.325, 6.192, -4.588], [-0.201, 3.737, -4.965], [-0.481, -3.843, -2.602], [-0.938, -2.776, -2.268], [-0.398, -1.940, -1.411], [-2.325, -2.240, -2.787], [-3.005, -2.875, -3.563], [-2.626, -1.103, -2.230], [2.807, 2.000, -4.175], [3.310, 1.549, -2.802], [3.596, 0.050, -2.681], [2.192, -1.050, -2.377], [2.883, -2.334, -1.982], [1.592, -1.250, -4.102], [1.769, -2.675, -4.612], [3.217, -3.018, -4.968], [2.759, 3.091, -4.223], [1.804, 1.623, -4.385], [3.483, 1.658, -4.966], [2.574, 1.845, -2.049], [4.233, 2.083, -2.562], [4.204, -0.159, -1.798], [4.121, -0.339, -3.560], [2.096, -0.526, -4.744], [0.539, -0.975, -4.048], [1.136, -2.783, -5.496], [1.394, -3.369, -3.858], [3.617, -2.315, -5.709], [3.286, -4.025, -5.389], [3.838, -2.978, -4.073]]}



{"formula": "C32H43AsN4O6SZn", "method": "ωB97M-V/def2-TZVPD", "fmax_ev_per_a": 2.10, "charge": 0, "energy_ev": -172217.2242, "species": ["Zn", "C", "C", "N", "C", "C", "C", "S", "N", "C", "O", "C", "C", "C", "C", "C", "C", "H", "H", "H", "H", "H", "H", "H", "H", "H", "H", "H", "H", "H", "H", "H", "O", "N", "O", "O", "C", "O", "C", "C", "C", "C", "C", "C", "N", "C", "C", "C", "C", "C", "C", "C", "O", "H", "H", "H", "H", "H", "H", "H", "H", "H", "H", "H", "H", "H", "C", "C", "As", "C", "C", "C", "C", "H", "H", "H", "H", "H", "H", "H", "H", "H", "H", "H", "H", "H", "H", "H"], "xyz": [[-0.920, -0.108, -0.406], [2.213, 4.516, 1.144], [1.440, 4.438, -0.170], [0.024, 4.231, 0.020], [-0.825, 5.394, 0.193], [-1.240, 5.609, 1.646], [-0.522, 3.005, 0.067], [0.551, 1.652, -0.040], [-1.840, 2.978, 0.156], [-2.611, 1.922, 0.338], [-2.240, 0.765, 0.683], [-4.066, 2.173, 0.193], [-4.936, 1.085, 0.246], [-6.299, 1.274, 0.117], [-6.800, 2.553, -0.071], [-5.939, 3.637, -0.147], [-4.576, 3.452, -0.014], [3.271, 4.655, 0.932], [2.082, 3.591, 1.700], [1.867, 5.348, 1.753], [1.817, 3.600, -0.759], [1.571, 5.361, -0.742], [-1.719, 5.258, -0.419], [-0.278, 6.263, -0.176], [-1.692, 4.699, 2.030], [-1.968, 6.414, 1.709], [-0.382, 5.867, 2.263], [-4.520, 0.097, 0.380], [-6.973, 0.429, 0.163], [-7.865, 2.705, -0.158], [-6.343, 4.627, -0.308], [-3.894, 4.285, -0.066], [-1.370, 0.265, -2.299], [-2.390, -0.450, -2.257], [-3.155, -0.470, -3.182], [-2.568, -1.137, -1.251], [2.600, -2.225, -4.409], [2.090, -2.652, -3.165], [0.747, -2.878, -3.071], [-0.195, -2.536, -4.029], [-1.533, -2.842, -3.825], [-1.942, -3.482, -2.667], [-1.012, -3.834, -1.706], [0.333, -3.535, -1.896], [1.347, -3.971, -1.042], [1.317, -4.252, 0.249], [0.393, -3.803, 1.193], [0.240, -4.526, 2.405], [-0.676, -4.149, 3.339], [-1.436, -2.980, 3.134], [-1.245, -2.200, 2.034], [-0.312, -2.549, 1.024], [-0.041, -1.782, 0.048], [2.358, -2.942, -5.202], [3.680, -2.183, -4.281], [2.228, -1.236, -4.689], [0.097, -2.017, -4.927], [-2.264, -2.541, -4.560], [-2.988, -3.689, -2.502], [-1.335, -4.345, -0.812], [2.225, -4.104, -1.535], [2.120, -4.895, 0.596], [0.828, -5.422, 2.542], [-0.842, -4.733, 4.231], [-2.168, -2.695, 3.875], [-1.810, -1.292, 1.880], [3.568, 1.297, -2.418], [4.204, 0.062, -1.792], [3.027, -0.639, -0.331], [3.782, 0.624, 1.009], [3.152, 0.507, 2.387], [4.110, -2.261, 0.187], [5.618, -2.123, 0.312], [4.094, 1.599, -3.324], [3.594, 2.127, -1.714], [2.525, 1.100, -2.667], [5.194, 0.313, -1.401], [4.333, -0.713, -2.550], [3.605, 1.629, 0.620], [4.864, 0.489, 1.087], [2.076, 0.665, 2.319], [3.564, 1.248, 3.076], [3.325, -0.484, 2.810], [3.898, -3.037, -0.555], [3.690, -2.609, 1.138], [6.057, -1.859, -0.649], [6.066, -3.062, 0.639], [5.886, -1.358, 1.037]]}